#a
Formula: C21H28MoNOS2
Source: OMol25
Level of theory: ωB97M-V/def2-TZVPD

Cartesian coordinates (Å):
1 Mo 0.191 0.491 -0.767
2 S -0.962 0.920 -2.687
3 S 2.168 1.126 -1.707
4 O -0.216 1.683 0.518
5 N 0.155 -1.156 -0.319
6 C 3.248 -1.541 0.767
7 C 1.000 -4.248 1.501
8 C 0.044 -2.345 0.441
9 C -2.745 -0.625 0.811
10 C 1.239 2.549 -2.171
11 C -0.819 3.643 -2.875
12 C -0.603 2.273 1.800
13 C 0.561 3.124 2.251
14 C -2.536 -2.072 0.358
15 C -0.107 2.461 -2.592
16 C 1.138 4.948 -2.363
17 C -2.734 -2.207 -1.154
18 C -1.367 -3.898 1.575
19 C -1.251 -2.742 0.813
20 C 2.686 -2.923 -1.278
21 C -0.201 4.861 -2.777
22 C 1.842 3.816 -2.050
23 C 1.191 -3.099 0.740
24 C -0.255 -4.640 1.931
25 C 2.599 -2.828 0.248
26 C -1.891 3.027 1.570
27 H 4.320 -1.690 0.889
28 H -2.295 3.345 2.531
29 H 2.301 -3.875 -1.643
30 H 0.314 3.587 3.207
31 H 2.848 -1.226 1.733
32 H -3.711 -1.820 -1.444
33 H -3.812 -0.395 0.821
34 H 2.871 3.878 -1.723
35 H -1.852 3.572 -3.186
36 H -2.632 2.396 1.081
37 H -3.323 -2.654 0.843
38 H 2.114 -2.123 -1.753
39 H 3.722 -2.829 -1.603
40 H 3.125 -0.732 0.055
41 H -2.357 -0.438 1.816
42 H -1.717 3.911 0.956
43 H 3.185 -3.653 0.657
44 H -0.759 1.432 2.482
45 H 1.617 5.914 -2.289
46 H -0.748 5.761 -3.018
47 H -1.977 -1.644 -1.703
48 H -2.301 0.094 0.116
49 H 1.865 -4.847 1.753
50 H 0.759 3.914 1.525
51 H -2.672 -3.246 -1.474
52 H -0.368 -5.532 2.531
53 H -2.354 -4.224 1.876
54 H 1.463 2.528 2.383

Properties
Orbital gap: 7.03 eV
LUMO level: -4.740 eV
Total charge: +1

natural (NBO) population analysis, charges in e, atoms 1 to 6: 1.12 0.19 0.20 -0.64 -0.38 -0.60

***

#b
Formula: C21H28MoNOS2
Source: OMol25
Level of theory: ωB97M-V/def2-TZVPD

Cartesian coordinates (Å):
1 Mo 1.086 -0.261 1.032
2 S 2.821 0.183 2.472
3 S 0.074 1.774 1.339
4 O 1.803 -0.197 -0.609
5 N 0.147 -1.628 1.497
6 C 0.130 -4.029 1.085
7 C 3.605 -0.879 -2.063
8 C -1.619 -5.384 2.069
9 C -2.197 -4.252 2.608
10 C -0.471 -5.260 1.312
11 C 1.308 -4.038 0.129
12 C 0.679 0.911 5.765
13 C 0.355 1.397 3.031
14 C 1.333 -0.206 -2.980
15 C 2.630 -3.507 0.680
16 C -0.462 -2.880 1.665
17 C 1.499 0.700 3.504
18 C -0.441 1.620 5.298
19 C 2.395 0.014 -1.928
20 C -1.648 -2.989 2.425
21 C 0.896 -3.435 -1.215
22 C -1.534 -1.411 4.342
23 C -2.780 -0.695 2.228
24 C -2.351 -1.849 3.129
25 C 1.603 0.419 4.885
26 C -0.627 1.811 3.957
27 H -0.023 -6.142 0.872
28 H -2.067 -6.356 2.229
29 H 2.915 -4.053 1.579
30 H 2.698 1.062 -1.908
31 H 3.421 -3.634 -0.060
32 H 2.458 -0.143 5.233
33 H 0.463 0.425 -2.800
34 H 0.808 0.747 6.826
35 H -1.364 -2.257 5.010
36 H 2.608 -2.452 0.948
37 H 1.493 -5.097 -0.068
38 H 1.023 -1.250 -3.015
39 H 1.746 0.060 -3.953
40 H -3.104 -4.341 3.192
41 H 1.691 -3.571 -1.949
42 H -3.386 -1.060 1.398
43 H 4.298 -0.727 -1.236
44 H -2.064 -0.638 4.899
45 H 4.124 -0.633 -2.989
46 H -1.937 -0.148 1.813
47 H -3.275 -2.285 3.516
48 H 0.004 -3.936 -1.594
49 H -1.504 2.324 3.584
50 H 3.313 -1.926 -2.102
51 H -0.559 -1.021 4.047
52 H 0.671 -2.370 -1.142
53 H -3.387 0.010 2.799
54 H -1.168 2.002 6.002

Properties
Orbital gap: 6.55 eV
LUMO level: -4.938 eV
Total charge: +1

natural (NBO) population analysis, charges in e, atoms 1 to 6: 1.18 0.14 0.16 -0.60 -0.43 0.03

***

Verdict on stability: #a comes out on top.

***

#a
Formula: C6H6OS
Source: OMol25
Level of theory: ωB97M-V/def2-TZVPD

Cartesian coordinates (Å):
1 S -0.762 1.297 -0.442
2 O 1.133 2.532 -1.712
3 C -0.455 -0.329 0.349
4 C -0.432 -0.768 1.764
5 C 0.007 -1.359 -0.425
6 C 0.009 -2.146 1.764
7 C 0.246 -2.503 0.449
8 C 0.863 1.499 -1.203
9 H -1.429 -0.530 2.206
10 H 0.796 -3.476 0.055
11 H 0.302 -1.439 -1.490
12 H 0.336 0.046 2.134
13 H 1.615 0.746 -1.032
14 H 0.074 -2.719 2.708

Properties
Orbital gap: 9.27 eV
LUMO level: 0.576 eV
SMILES: O=CSC1=CC=CC1

natural (NBO) population analysis, charges in e, atoms 1 to 6: 0.22 -0.51 -0.13 -0.51 -0.27 -0.21

***

#b
Formula: C6H6OS
Source: OMol25
Level of theory: ωB97M-V/def2-TZVPD

Cartesian coordinates (Å):
1 S 1.743 1.820 -0.863
2 O -1.324 -1.482 1.515
3 C 1.914 0.094 -1.460
4 C -0.996 0.693 1.155
5 C -1.672 -0.231 1.878
6 C -0.417 -1.383 0.542
7 C -0.148 -0.049 0.262
8 C 0.740 0.455 -0.681
9 H 2.715 -0.478 -1.001
10 H -1.060 1.758 1.217
11 H -0.910 1.250 -2.828
12 H 1.818 -0.028 -2.529
13 H -0.005 -2.285 0.135
14 H -2.399 -0.133 2.659

Properties
Orbital gap (alpha / beta): 8.71 / 6.70 eV
LUMO level (alpha / beta): -0.110 / -0.163 eV

natural (NBO) population analysis, charges in e, atoms 1 to 6: 0.21 -0.40 -0.47 -0.28 0.10 0.12

***

Verdict on stability: #a comes out on top.

***

#a
Formula: C3H4OS2
Source: OMol25
Level of theory: ωB97M-V/def2-TZVPD

Cartesian coordinates (Å):
1 S -2.117 -1.053 -0.510
2 S 1.836 -1.308 -0.486
3 O 0.218 0.771 -1.393
4 C 0.078 0.598 -0.091
5 C -1.174 -0.267 0.480
6 C 1.203 -0.044 0.404
7 H -0.346 -0.187 -1.782
8 H -1.028 -0.172 1.619
9 H 1.145 0.016 1.455
10 H 0.183 1.644 0.303

Properties
Orbital gap: 7.61 eV
LUMO level: -1.309 eV
SMILES: OC(C=S)C=S

natural (NBO) population analysis, charges in e, atoms 1 to 6: 0.18 0.04 -0.70 -0.07 -0.30 -0.22

***

#b
Formula: C3H4OS2
Source: OMol25
Level of theory: ωB97M-V/def2-TZVPD

Cartesian coordinates (Å):
1 S -0.547 -1.257 -0.148
2 S 2.166 0.073 0.051
3 O -0.096 1.239 0.039
4 C 0.538 0.051 0.017
5 C -1.475 1.170 -0.238
6 C -1.882 -0.149 0.382
7 H -1.877 2.156 0.066
8 H -1.835 -0.064 1.451
9 H -1.629 1.082 -1.314
10 H -2.890 -0.570 0.085

Properties
Orbital gap: 9.04 eV
LUMO level: 0.376 eV
SMILES: S=C1OCCS1

natural (NBO) population analysis, charges in e, atoms 1 to 6: 0.34 -0.04 -0.49 -0.03 -0.09 -0.56

***

Verdict on stability: #b comes out on top.